1.
{"formula": "C39H37N8O3RbS3", "method": "ωB97M-V/def2-TZVPD", "de_lowest_kj_mol": 0.0, "max_force_ev_per_a": 0.4, "total_charge": -2, "orbital_gap_ev": 6.0, "e_tot_ev": -92272.54836, "species": ["Rb", "C", "C", "N", "N", "C", "S", "S", "C", "C", "C", "C", "C", "C", "C", "C", "C", "C", "C", "C", "C", "O", "H", "H", "H", "H", "H", "H", "H", "H", "H", "H", "H", "H", "H", "H", "O", "C", "N", "C", "O", "C", "C", "C", "C", "C", "N", "C", "C", "C", "C", "C", "N", "H", "H", "H", "H", "H", "H", "H", "H", "N", "C", "S", "C", "C", "C", "N", "C", "C", "H", "H", "H", "H", "H", "H", "C", "C", "C", "C", "C", "N", "H", "H", "H", "H", "H", "H", "H", "H", "H"], "xyz": [[0.3584, -0.4344, -0.2461], [-1.3277, -5.6478, -0.1514], [-0.6919, -4.5209, -0.9448], [0.3468, -3.9238, -0.4833], [0.8763, -4.5386, 0.6633], [0.5909, -4.0564, 1.8206], [-0.3340, -2.6989, 2.2750], [1.2969, -5.1698, 3.0762], [1.5017, -4.1015, 4.5256], [0.6735, -4.5273, 5.7047], [1.2690, -4.8757, 6.9114], [0.4986, -5.2560, 8.0045], [-0.8828, -5.2887, 7.8992], [-1.4861, -4.9401, 6.6950], [-0.7172, -4.5666, 5.6058], [-1.3244, -4.1667, -2.2385], [-1.8826, -5.2162, -2.9741], [-2.5535, -5.0433, -4.1727], [-2.7242, -3.7373, -4.6401], [-2.1910, -2.6751, -3.9527], [-1.4013, -2.8230, -2.7601], [-0.8464, -1.8160, -2.2293], [-1.5309, -5.2947, 0.8611], [-0.6415, -6.4934, -0.0557], [-2.2625, -5.9772, -0.5952], [1.1814, -3.1106, 4.1858], [2.5590, -4.0715, 4.7930], [2.3501, -4.8497, 6.9952], [0.9803, -5.5272, 8.9366], [-1.4880, -5.5835, 8.7481], [-2.5656, -4.9588, 6.6052], [-1.1751, -4.2898, 4.6625], [-1.7709, -6.2274, -2.5960], [-2.9510, -5.8936, -4.7129], [-3.2861, -3.5561, -5.5523], [-2.3317, -1.6607, -4.3085], [-0.8590, 4.0989, -2.0702], [-0.3813, 3.2822, -1.2762], [-1.0109, 2.4017, -0.4912], [-2.2836, 2.6225, -0.1077], [-2.8547, 3.6968, 0.0736], [-3.0873, 1.3593, 0.1925], [-4.4764, 1.4532, 0.2130], [-5.2202, 0.3079, 0.4341], [-4.5587, -0.8929, 0.6445], [-3.1720, -0.8874, 0.6292], [-2.4527, 0.2094, 0.4078], [1.1477, 3.1776, -1.2616], [1.8587, 3.9480, -2.1803], [3.2400, 3.8989, -2.1753], [3.8740, 3.0876, -1.2475], [3.0870, 2.3507, -0.3765], [1.7560, 2.3852, -0.3789], [-4.9279, 2.4212, 0.0490], [-6.3038, 0.3483, 0.4372], [-5.0963, -1.8169, 0.8124], [-2.6057, -1.7988, 0.7980], [1.2954, 4.5677, -2.8636], [3.8156, 4.4827, -2.8849], [4.9529, 3.0080, -1.2059], [3.5338, 1.6817, 0.3511], [3.4552, -5.5663, -0.3467], [4.4866, -4.7477, -0.4554], [5.9765, -5.2031, -1.0475], [4.2034, -3.3504, -0.0158], [4.5043, -2.2717, -0.8319], [4.1267, -1.0068, -0.4178], [3.5224, -0.7564, 0.7450], [3.2862, -1.7925, 1.5475], [3.5915, -3.1017, 1.2070], [3.5827, -6.5215, -0.6379], [2.5006, -5.2319, -0.1222], [4.9809, -2.4260, -1.7896], [4.2823, -0.1543, -1.0677], [2.7840, -1.5766, 2.4842], [3.3406, -3.9127, 1.8774], [1.1323, 1.7354, -5.6471], [0.6657, 0.6167, -4.7074], [-0.6537, 1.0027, -4.0300], [0.5174, -0.7101, -5.4617], [1.7133, 0.4241, -3.6888], [2.5741, 0.3024, -2.9379], [0.3780, 1.8800, -6.4231], [2.0816, 1.4830, -6.1237], [1.2503, 2.6716, -5.0999], [-1.4152, 1.1112, -4.8073], [-0.5725, 1.9545, -3.5047], [-0.9697, 0.2178, -3.3409], [-0.2602, -0.6040, -6.2213], [0.2217, -1.5019, -4.7756], [1.4525, -0.9892, -5.9520]], "forces_ev_per_a": [[0.05, 0.03, -0.05], [-0.01, 0.03, 0.03], [-0.06, 0.01, 0.00], [-0.08, 0.00, 0.01], [-0.06, 0.02, -0.12], [0.10, -0.05, -0.02], [-0.05, 0.00, 0.01], [0.08, 0.01, 0.01], [-0.04, -0.02, -0.02], [0.02, -0.01, 0.00], [0.00, 0.00, -0.01], [-0.02, 0.00, 0.00], [0.01, 0.00, 0.01], [-0.01, 0.01, -0.02], [0.00, 0.01, 0.02], [0.03, 0.00, -0.02], [0.00, -0.01, -0.02], [-0.01, -0.01, 0.00], [0.00, 0.01, 0.00], [0.03, -0.01, -0.02], [0.06, 0.03, 0.06], [-0.04, -0.02, -0.01], [0.00, 0.00, 0.00], [0.00, -0.01, 0.00], [0.01, 0.00, 0.00], [0.00, 0.00, 0.01], [0.00, 0.01, 0.00], [0.00, 0.00, 0.00], [0.00, 0.00, 0.00], [0.00, 0.00, 0.00], [0.00, 0.00, 0.00], [0.00, 0.00, 0.00], [0.00, 0.01, 0.00], [0.00, 0.00, 0.00], [0.00, 0.00, 0.00], [0.01, 0.02, -0.01], [-0.01, 0.00, -0.02], [0.01, 0.00, 0.00], [0.01, -0.03, 0.00], [-0.02, -0.01, 0.00], [0.00, 0.01, 0.00], [0.02, 0.00, 0.02], [-0.02, -0.01, 0.00], [0.00, 0.01, 0.00], [0.02, 0.02, 0.00], [-0.04, -0.06, 0.00], [0.03, 0.01, -0.05], [0.01, -0.01, 0.02], [0.01, 0.01, 0.00], [-0.01, 0.00, 0.00], [0.01, -0.01, 0.00], [-0.01, 0.01, 0.01], [-0.03, 0.02, -0.03], [0.00, 0.00, 0.00], [0.00, 0.00, 0.00], [0.00, 0.00, 0.00], [-0.02, 0.00, 0.00], [0.00, 0.00, 0.00], [0.00, 0.00, 0.00], [0.00, 0.00, 0.00], [0.01, 0.00, 0.00], [-0.32, 0.04, -0.07], [0.03, 0.07, -0.13], [0.00, 0.00, 0.07], [0.02, 0.03, 0.09], [-0.05, -0.03, -0.05], [0.00, 0.12, 0.00], [0.13, 0.01, 0.05], [-0.04, -0.11, -0.12], [0.07, -0.05, 0.02], [0.02, 0.00, -0.01], [0.24, -0.07, 0.34], [0.00, 0.02, -0.01], [0.00, -0.02, 0.00], [0.01, 0.00, 0.00], [0.00, 0.00, -0.01], [0.01, 0.01, 0.01], [0.00, -0.05, -0.01], [-0.02, -0.03, -0.02], [-0.03, 0.01, -0.01], [0.01, 0.16, 0.02], [0.00, -0.06, 0.02], [0.00, 0.00, 0.00], [0.00, 0.00, 0.00], [0.00, 0.00, 0.00], [0.00, 0.00, 0.00], [0.00, -0.01, 0.01], [0.00, 0.00, 0.04], [0.00, 0.00, 0.00], [-0.02, -0.04, 0.02], [-0.01, 0.00, 0.01]], "lowdin_charge": [0.66, -0.04, -0.28, 0.07, -0.18, -1.15, 0.50, 0.86, -0.48, -0.29, -0.06, -0.11, -0.12, -0.09, -0.05, -0.11, -0.10, -0.15, -0.14, -0.05, -0.42, -0.25, 0.07, 0.08, 0.06, 0.02, 0.07, 0.10, 0.09, 0.09, 0.10, 0.08, 0.09, 0.07, 0.08, 0.09, 0.00, -0.50, 0.11, -0.47, 0.02, -0.19, -0.02, -0.08, -0.07, -0.15, 0.06, -0.20, -0.03, -0.08, -0.09, -0.17, 0.09, 0.11, 0.09, 0.09, 0.06, 0.11, 0.10, 0.09, 0.08, 0.13, -0.85, 0.55, -0.24, -0.02, -0.16, 0.05, -0.14, -0.02, 0.10, 0.07, 0.10, 0.07, 0.10, 0.07, -0.04, -0.57, -0.02, -0.03, -0.16, 0.22, 0.08, 0.08, 0.08, 0.09, 0.07, 0.07, 0.09, 0.08, 0.09]}

2.
{"formula": "C18H26B2CaF7N5O11P2", "method": "ωB97M-V/def2-TZVPD", "de_lowest_kj_mol": 0.0, "max_force_ev_per_a": 0.7, "total_charge": -2, "orbital_gap_ev": 5.8, "e_tot_ev": -106469.97133, "species": ["Ca", "C", "C", "N", "O", "B", "F", "F", "O", "N", "C", "C", "C", "N", "O", "B", "F", "F", "O", "N", "C", "C", "C", "H", "H", "H", "H", "H", "H", "H", "H", "H", "H", "H", "H", "O", "P", "O", "O", "O", "P", "O", "O", "O", "H", "H", "C", "N", "C", "C", "C", "C", "C", "C", "C", "C", "H", "H", "H", "H", "H", "H", "H", "H", "H", "H", "H", "H", "F", "C", "F", "F"], "xyz": [[-0.3242, 0.6296, -0.5552], [-0.1183, 0.8321, -4.8090], [0.6860, 0.3029, -3.6689], [1.3069, 1.0109, -2.7901], [1.3386, 2.3174, -3.0079], [1.8144, 3.2159, -1.8627], [0.6589, 3.8116, -1.3482], [2.6541, 4.1569, -2.4384], [2.5963, 2.5528, -0.8094], [2.0420, 1.4429, -0.2546], [2.7499, 0.8400, 0.6150], [4.0361, 1.3706, 1.1760], [2.3685, -0.5652, 0.9259], [1.7365, -1.1861, 0.0008], [1.5639, -2.5092, 0.2619], [1.7184, -3.4829, -0.8074], [3.0122, -4.0096, -0.7781], [0.7692, -4.4710, -0.7179], [1.5048, -2.9871, -2.3118], [1.6388, -1.7291, -2.7642], [0.5958, -1.1010, -3.2520], [-0.7051, -1.8074, -3.3429], [2.8684, -1.2685, 2.1509], [0.3684, 1.7238, -5.1976], [-1.1092, 1.1126, -4.4357], [-0.2332, 0.0944, -5.6030], [4.2820, 2.3167, 0.7032], [4.8508, 0.6591, 1.0215], [3.9364, 1.5248, 2.2521], [-0.6825, -2.7549, -2.8205], [-0.8977, -1.9720, -4.4093], [-1.4852, -1.1394, -2.9587], [3.4473, -0.6116, 2.7949], [3.4687, -2.1316, 1.8584], [2.0181, -1.6587, 2.7098], [-1.6518, 4.7143, 0.1996], [-2.1711, 3.2047, 0.3315], [-3.4316, 3.1424, 1.1112], [-0.9989, 2.3379, 0.7281], [-2.4954, 2.8817, -1.2245], [-3.1512, 1.5548, -1.8832], [-4.0454, 1.0006, -0.6727], [-3.9352, 1.8973, -3.0859], [-1.9768, 0.6159, -2.1032], [-0.8083, 4.6973, -0.2777], [-4.0703, 1.6322, 0.0785], [-0.6233, 1.1025, 4.9936], [-1.4523, 0.2147, 4.2065], [-2.6253, 0.9333, 3.7164], [-0.6735, -0.3222, 3.0863], [-1.4243, -1.3346, 2.2404], [-2.0910, -2.3608, 2.9133], [-2.7881, -3.3304, 2.2070], [-2.8161, -3.2534, 0.8192], [-2.1511, -2.2167, 0.1734], [-1.4230, -1.2206, 0.8394], [-0.2565, 1.9659, 4.4089], [0.2451, 0.5594, 5.3773], [-1.1916, 1.4885, 5.8441], [-3.2007, 1.3109, 4.5661], [-3.2551, 0.2559, 3.1417], [-2.3649, 1.7763, 3.0645], [0.2171, -0.7873, 3.5252], [-0.3322, 0.4990, 2.4334], [-2.0713, -2.3758, 4.0009], [-3.3077, -4.1279, 2.7287], [-3.3610, -3.9947, 0.2393], [-2.2345, -2.1805, -0.9139], [3.8074, -2.3578, -2.9809], [3.0294, -1.2890, -3.0008], [3.1137, -0.7491, -4.2291], [3.4904, -0.4146, -2.1296]], "forces_ev_per_a": [[-0.16, -0.33, 0.63], [0.02, 0.03, -0.01], [-0.27, 0.04, 0.20], [0.09, 0.03, -0.04], [-0.05, -0.09, -0.03], [0.00, 0.09, -0.03], [-0.01, -0.03, 0.01], [-0.05, -0.04, 0.01], [0.15, 0.00, 0.02], [-0.32, 0.05, -0.02], [0.22, -0.07, 0.01], [0.03, -0.02, -0.06], [0.02, -0.02, 0.16], [0.30, 0.03, -0.45], [-0.33, -0.06, 0.09], [0.07, 0.02, -0.12], [-0.01, 0.06, -0.07], [0.11, 0.01, 0.04], [0.00, 0.14, 0.17], [-0.31, 0.09, 0.00], [0.17, -0.26, 0.02], [0.12, 0.08, -0.04], [-0.07, 0.01, -0.02], [-0.02, 0.01, -0.02], [0.02, 0.00, 0.02], [0.03, 0.00, 0.00], [0.00, -0.02, -0.01], [0.00, 0.01, -0.01], [-0.01, 0.02, 0.00], [0.00, -0.04, 0.03], [-0.06, 0.02, 0.02], [-0.02, -0.01, -0.07], [-0.01, 0.03, -0.01], [0.01, 0.01, -0.01], [-0.02, -0.03, -0.01], [-0.05, 0.06, 0.04], [0.11, 0.09, 0.01], [0.00, -0.03, 0.01], [-0.14, -0.02, -0.02], [0.01, 0.30, -0.12], [-0.38, 0.06, -0.21], [0.05, 0.08, -0.12], [-0.04, 0.03, 0.04], [0.29, -0.25, 0.10], [0.06, -0.01, 0.01], [-0.02, -0.04, -0.01], [-0.01, 0.00, -0.03], [0.02, 0.04, 0.00], [-0.01, -0.01, 0.00], [-0.07, -0.02, -0.06], [0.00, -0.06, 0.07], [0.03, 0.00, 0.03], [0.02, 0.03, -0.02], [-0.01, 0.00, -0.04], [-0.11, -0.14, -0.02], [0.31, 0.33, -0.13], [0.00, -0.01, 0.01], [-0.01, 0.00, 0.00], [0.00, 0.00, -0.01], [0.00, -0.02, 0.01], [0.00, 0.01, 0.00], [0.01, 0.02, -0.01], [0.02, -0.02, 0.03], [0.00, -0.01, 0.00], [-0.02, -0.04, -0.03], [0.01, 0.00, 0.01], [0.00, 0.01, 0.04], [-0.01, -0.01, 0.05], [-0.08, 0.06, 0.01], [0.34, 0.11, -0.14], [0.06, -0.07, 0.08], [-0.01, -0.22, -0.01]], "lowdin_charge": [1.32, 0.01, -0.28, 0.05, 0.08, -1.06, 0.13, 0.14, 0.05, 0.00, -0.27, -0.01, -0.26, 0.06, 0.05, -1.03, 0.12, 0.16, 0.07, 0.06, -0.12, 0.04, 0.00, 0.09, 0.09, 0.08, 0.08, 0.09, 0.08, 0.09, 0.11, 0.07, 0.07, 0.09, 0.08, -0.12, 0.17, -0.30, -0.45, -0.27, 0.16, -0.14, -0.32, -0.47, 0.05, 0.04, -0.14, -0.26, -0.09, -0.20, -0.29, -0.09, -0.13, -0.13, -0.16, -0.15, 0.09, 0.07, 0.07, 0.08, 0.09, 0.07, 0.10, 0.09, 0.09, 0.08, 0.08, 0.06, 0.20, -0.57, 0.17, 0.20]}

3.
{"formula": "C2H5N3OS", "method": "ωB97M-V/def2-TZVPD", "de_lowest_kj_mol": 375.3, "max_force_ev_per_a": 7.4, "smiles": "N/N=C/OC(N)=S", "orbital_gap_ev": 8.8, "e_tot_ev": -19505.06106, "species": ["C", "C", "H", "H", "H", "H", "H", "N", "N", "N", "O", "S"], "xyz": [[-0.3110, -0.9205, 0.0264], [1.9125, -0.0352, 0.0259], [-2.8862, 0.7250, 0.3089], [-2.7563, -1.0764, 0.2662], [-0.7403, -1.9262, 0.0979], [2.0231, 2.0374, -0.2604], [0.4987, 1.1913, -0.1465], [-2.5158, -0.0738, -0.0554], [-1.1501, 0.1168, -0.2240], [1.3958, 1.1999, 0.0887], [0.9696, -0.8570, -0.0762], [3.5602, -0.3814, -0.0514]], "forces_ev_per_a": [[-6.47, 3.27, -1.20], [3.76, 3.88, -0.35], [-1.58, 1.93, 1.45], [-0.01, 2.68, -0.24], [0.48, 0.10, 0.37], [-1.81, -2.55, 1.33], [-4.80, 0.97, -1.19], [2.52, -4.94, -1.63], [2.53, -2.75, 1.64], [6.63, 3.31, 0.03], [0.17, -5.75, -0.43], [-1.42, -0.14, 0.21]], "lowdin_charge": [-0.17, -0.99, 0.04, 0.13, 0.14, 0.18, -0.01, 0.00, -0.03, 0.13, 0.00, 0.59]}

4.
{"formula": "C9H13NO2", "method": "ωB97M-V/def2-TZVPD", "de_lowest_kj_mol": 132.2, "max_force_ev_per_a": 2.8, "smiles": "Cc1ccc(O)cc1.CC(N)=O", "orbital_gap_ev": 8.9, "e_tot_ev": -15128.26184, "species": ["C", "C", "O", "N", "H", "H", "H", "H", "H", "C", "C", "C", "C", "C", "C", "C", "O", "H", "H", "H", "H", "H", "H", "H", "H"], "xyz": [[-2.2396, -2.6354, -1.2776], [-2.2611, -1.2369, -1.8528], [-2.7787, -0.3535, -1.1871], [-1.6258, -0.8788, -3.0139], [-1.5302, -3.2768, -1.8174], [-3.2634, -2.9482, -1.4946], [-1.9803, -0.2015, -3.6557], [-0.8661, -1.4134, -3.4015], [-1.9510, -2.7665, -0.2305], [0.8860, -0.8079, 2.8263], [0.3806, 0.2847, 0.5699], [1.1690, 0.2455, 1.7709], [0.3762, 1.3599, -0.2666], [1.3320, 2.3736, -0.0065], [2.1931, 1.1542, 1.9403], [2.1968, 2.2850, 1.0453], [1.4706, 3.4446, -0.8834], [-0.2115, -0.6269, 0.4519], [-0.0300, 1.3121, -1.2748], [1.7910, -0.9872, 3.3944], [0.4834, -1.6028, 2.1826], [3.0257, 1.0910, 2.6235], [0.5666, 3.5246, -1.2052], [2.7745, 3.1866, 1.2341], [0.0920, -0.5260, 3.5286]], "forces_ev_per_a": [[0.78, -0.57, -1.41], [0.65, 1.92, 1.96], [-0.71, -0.34, -0.40], [0.76, -1.36, -0.72], [-0.38, -0.03, -0.20], [0.13, -0.53, 0.40], [-0.35, 0.61, 0.41], [-0.31, -0.45, 0.08], [-0.53, 0.76, -0.11], [-0.40, 0.38, -1.46], [0.00, -0.65, 2.12], [0.12, 0.14, 0.08], [1.68, 0.05, -0.85], [-0.24, -0.28, -0.27], [-0.62, 1.93, -1.99], [0.20, -0.41, 1.10], [-0.80, -0.58, 0.61], [-0.25, 0.57, -0.44], [-0.55, 0.06, 0.33], [0.03, -0.67, -0.02], [0.40, -0.71, 1.01], [-0.39, -0.16, 0.62], [0.12, 0.55, -0.54], [0.49, -0.44, -0.05], [0.15, 0.20, -0.25]], "lowdin_charge": [-0.01, -0.59, 0.02, 0.15, 0.07, 0.09, 0.10, 0.09, 0.08, -0.05, -0.04, -0.28, -0.02, -0.33, -0.03, -0.02, 0.03, 0.10, 0.11, 0.07, 0.07, 0.11, 0.09, 0.11, 0.08]}